1.
15
Properties=species:S:1:pos:R:3 method="wB97M-V/def2-TZVPD" smiles=C[C@H]1OC12COC2 homo_lumo_gap_ha=0.39766 e_tot_ev=-9404.84947 mol_weight_g_mol=100.1
C -1.94 -0.53 0.44
C -0.61 -0.18 1.06
O 0.67 -1.25 0.73
C 0.53 0.01 0.16
C 1.60 1.07 0.12
O 1.58 1.06 -1.31
C 0.58 0.03 -1.35
H -2.52 0.39 0.24
H -1.82 -1.04 -0.53
H -2.55 -1.15 1.10
H 0.01 -0.74 1.88
H 1.33 2.05 0.53
H 2.56 0.74 0.54
H 0.97 -0.91 -1.77
H -0.32 0.34 -1.89

2.
25
Properties=species:S:1:pos:R:3 method="wB97M-V/def2-TZVPD" homo_lumo_gap_ha="0.25008 / 0.21174" e_tot_ev=-13888.94474 mol_weight_g_mol=156.2 total_charge=+1
C 2.11 0.90 0.22
C 1.98 2.23 0.51
C 0.23 -2.26 0.74
C -1.20 -1.08 -0.87
C 1.25 0.00 0.82
C -2.65 0.79 -0.53
N -0.53 -2.21 -0.45
N 1.35 -1.36 0.60
N -2.02 -0.25 -0.04
N -3.16 1.73 0.25
N 2.88 0.50 -0.93
H 2.45 2.83 -0.12
H 1.41 2.74 1.25
H -0.45 -2.01 1.56
H 0.62 -3.20 0.94
H -1.16 -0.68 -1.94
H 0.61 0.39 1.63
H -3.06 0.56 -1.51
H -0.14 -2.73 -1.19
H 2.07 -1.70 -0.06
H -1.65 -0.14 0.90
H -3.85 2.45 -0.11
H -3.22 1.65 1.19
H 3.41 1.28 -1.45
H 2.71 -0.41 -1.39

3.
28
Properties=species:S:1:pos:R:3 method="wB97M-V/def2-TZVPD" smiles="O=C1CCSSCCC(=O)NCCN1" homo_lumo_gap_ha=0.32927 e_tot_ev=-37264.14280 mol_weight_g_mol=234.3
C 1.78 1.00 -1.05
C 2.79 0.49 0.10
C 2.22 -0.69 1.13
C -1.04 -2.53 -0.68
C -1.72 -1.69 0.42
C -2.53 -0.52 -0.37
C -1.04 1.14 0.95
C -0.25 2.19 -0.04
H 3.38 1.04 0.95
H 3.70 0.37 -0.64
H 1.27 -0.25 1.46
H 2.94 -0.94 1.92
H -1.73 -2.48 -1.62
H -0.68 -3.48 -0.34
H -2.58 -2.14 0.94
H -1.20 -1.35 1.29
H -2.75 1.63 -0.24
H -0.33 0.36 1.58
H -1.53 1.56 1.94
H 0.65 2.80 0.68
H -0.90 3.11 -0.44
H 0.07 1.65 -2.15
N -2.32 0.80 0.26
N 0.46 1.48 -1.10
O 2.23 0.67 -2.24
O -3.04 -0.52 -1.49
S 1.75 -2.13 0.12
S 0.41 -1.60 -1.33

4.
11
Properties=species:S:1:pos:R:3 method="wB97M-V/def2-TZVPD" homo_lumo_gap_ha=0.23678 e_tot_ev=-91094.41900 mol_weight_g_mol=210.0 total_charge=-1
C -1.73 -0.71 0.54
C -0.57 -0.20 1.14
C -0.37 0.81 0.17
N -2.13 -0.14 -0.58
N -1.16 0.75 -0.94
O 3.89 -0.94 0.76
O 2.17 -1.05 -1.09
S 2.55 -0.65 0.29
Br 1.09 2.20 0.23
H -2.26 -1.64 0.97
H -1.48 1.56 -1.48

5.
6
Properties=species:S:1:pos:R:3 method="wB97M-V/def2-TZVPD" smiles=SCBr homo_lumo_gap_ha=0.37077 e_tot_ev=-81962.52259 mol_weight_g_mol=127.0
C -0.24 -0.41 0.05
S 0.42 1.40 0.06
Br -2.21 -0.28 0.06
H 0.31 -0.78 -0.85
H -0.10 -1.08 0.91
H 1.82 1.16 -0.23

6.
8
Properties=species:S:1:pos:R:3 method="wB97M-V/def2-TZVPD" smiles=[SiH3][SiH](I)I homo_lumo_gap_ha=0.34439 e_tot_ev=-32022.41247 mol_weight_g_mol=314.0
Si 0.37 -0.21 1.36
Si -0.52 -0.01 -1.02
I -1.26 2.31 -1.55
I 1.48 -0.42 -2.46
H 1.76 0.21 1.42
H -0.51 0.60 2.20
H 0.22 -1.63 1.67
H -1.54 -0.84 -1.63

7.
64
Properties=species:S:1:pos:R:3 method="wB97M-V/def2-TZVPD" smiles="CNCC1=C(COO)C(=O)C(Cc2ccccc2)=CC1=O.C[C@@H]1COC(=O)O1.C[C@@H]1COC(=O)O1" homo_lumo_gap_ha=0.31647 e_tot_ev=-47319.80951 mol_weight_g_mol=491.5
C 2.58 -4.15 -1.73
N 3.73 -3.69 -0.95
C 4.71 -2.94 -1.76
C 4.10 -1.58 -2.01
C 3.85 -1.11 -3.23
C 4.13 -1.81 -4.54
O 5.45 -2.28 -4.71
O 6.35 -1.22 -4.45
C 3.18 0.25 -3.26
O 3.47 1.12 -4.07
C 2.14 0.44 -2.18
C 0.85 1.13 -2.57
C 0.11 0.14 -3.47
C 0.12 0.29 -4.84
C -0.52 -0.64 -5.62
C -1.13 -1.71 -5.02
C -1.16 -1.86 -3.66
C -0.52 -0.92 -2.89
C 2.39 -0.03 -0.97
C 3.72 -0.74 -0.81
O 4.43 -0.61 0.16
H 2.76 -5.16 -2.14
H 1.68 -4.20 -1.11
H 2.35 -3.50 -2.58
H 4.18 -4.47 -0.49
H 5.61 -2.83 -1.16
H 4.88 -3.50 -2.68
H 3.40 -2.62 -4.65
H 3.93 -1.10 -5.35
H 6.82 -1.53 -3.66
H 0.26 1.26 -1.67
H 1.04 2.07 -3.10
H 0.64 1.15 -5.25
H -0.48 -0.51 -6.69
H -1.60 -2.44 -5.67
H -1.66 -2.72 -3.24
H -0.54 -1.05 -1.81
H 1.69 0.06 -0.15
C 0.08 1.53 3.45
C -0.90 2.09 2.45
C -2.33 1.63 2.64
O -2.86 1.75 1.31
C -1.82 1.58 0.46
O -1.93 1.42 -0.72
O -0.64 1.61 1.12
H 1.10 1.63 3.08
H -0.01 2.04 4.40
H -0.09 0.46 3.61
H -0.83 3.18 2.43
H -2.88 2.26 3.34
H -2.40 0.59 2.95
C -6.54 1.39 7.27
C -5.64 2.54 6.90
C -5.80 3.04 5.48
O -4.51 3.59 5.21
C -3.62 2.91 5.97
O -2.44 2.97 5.85
O -4.26 2.13 6.89
H -6.17 0.88 8.15
H -7.56 1.74 7.47
H -6.59 0.65 6.47
H -5.74 3.35 7.62
H -6.57 3.80 5.39
H -6.00 2.24 4.76

8.
15
Properties=species:S:1:pos:R:3 method="wB97M-V/def2-TZVPD" homo_lumo_gap_ha=0.30465 e_tot_ev=-18164.12780 mol_weight_g_mol=281.0 total_charge=-1
O 2.43 -0.68 1.53
P 1.75 -0.11 0.35
O 1.48 -1.18 -0.84
O 2.70 0.90 -0.49
C 0.22 0.74 0.70
Ta -1.74 -0.10 -0.12
H 0.82 -1.83 -0.57
H 2.26 1.18 -1.29
H 0.28 1.76 0.31
H 0.16 0.78 1.79
H -1.08 -1.85 0.04
H -1.02 0.04 -1.82
H -2.63 1.50 -0.44
H -2.43 -0.13 1.63
H -3.21 -1.01 -0.77